{"formula": "C17H15F2NO2", "method": "ωB97M-V/def2-TZVPD", "smiles": "CC(=O)N(C(C)=O)C(c1cccc(F)c1)c1cccc(F)c1", "fmax_ha_per_bohr": 0.0616, "total_charge": 0, "gap_ev": 9.42, "total_energy_ha": -1061.76332, "homo_ev": -9.1, "relative_energy_kj_mol": 0.0, "species": ["C", "C", "O", "N", "C", "C", "O", "C", "C", "C", "C", "C", "C", "F", "C", "C", "C", "C", "C", "C", "F", "C", "H", "H", "H", "H", "H", "H", "H", "H", "H", "H", "H", "H", "H", "H", "H"], "xyz": [[0.50362, -1.94398, 2.31136], [-0.21719, -0.62637, 2.28381], [-0.29089, 0.09139, 3.26862], [-0.87842, -0.33871, 1.01457], [-2.29396, -0.33730, 1.11991], [-2.89907, -1.47435, 1.87700], [-2.95610, 0.54802, 0.59114], [-0.36489, 0.42592, -0.03344], [-0.30494, -0.39903, -1.34191], [-0.69168, -1.74300, -1.38333], [-0.73602, -2.42252, -2.61585], [-0.36055, -1.78075, -3.80205], [0.02400, -0.44715, -3.72278], [0.45283, 0.19690, -4.85915], [0.01567, 0.26577, -2.52822], [0.85087, 1.27808, 0.28983], [0.77927, 2.11599, 1.40327], [1.68752, 3.16293, 1.58276], [2.68433, 3.41101, 0.63133], [2.75541, 2.54215, -0.45221], [3.64945, 2.82690, -1.45965], [1.92084, 1.43404, -0.60304], [-0.22716, -2.76551, 2.22381], [1.21589, -2.01672, 1.47562], [1.03688, -2.01079, 3.26973], [-2.28739, -2.38019, 1.81213], [-3.01651, -1.17686, 2.92566], [-3.88168, -1.65936, 1.43293], [-1.12964, 1.17817, -0.26719], [-0.97745, -2.25364, -0.45799], [-1.07503, -3.45417, -2.64375], [-0.35723, -2.29401, -4.75845], [0.28413, 1.32293, -2.51028], [0.02483, 1.93750, 2.16331], [1.61457, 3.78265, 2.47587], [3.36211, 4.26195, 0.71122], [2.08356, 0.74209, -1.42461]], "forces_ev_per_angstrom": [[0.4245, 0.0682, 0.3258], [0.4456, 0.1306, 0.9120], [-0.3653, -1.0898, -1.7622], [-1.7248, -0.9136, 2.4927], [-0.1759, 1.6798, -0.6085], [-0.2643, -0.1096, 0.1140], [0.5257, -1.4366, 0.4075], [0.9508, 0.8291, -2.1596], [-0.0400, -0.0443, 0.1920], [0.0952, 0.0057, -0.4581], [0.1283, 0.5547, 0.2053], [0.0028, 0.0557, 0.4127], [0.2230, 0.3598, -0.1178], [-0.4763, -0.5162, 0.8189], [0.0004, -0.2578, -0.3969], [0.5514, 0.2586, -0.1636], [0.2743, 0.4696, 0.2292], [0.2042, -0.3999, -0.1811], [-0.3196, -0.1771, -0.1031], [0.2110, 0.1237, -0.2477], [-0.4694, -0.4354, 0.8662], [0.0914, 0.3891, 0.2388], [0.3340, 0.3034, -0.0290], [-0.2816, 0.0089, 0.1603], [-0.1513, -0.1701, -0.3637], [-0.1844, 0.2113, 0.0812], [-0.0599, -0.1672, -0.1526], [0.1504, 0.0072, 0.2597], [0.0350, -0.0043, 0.1367], [0.1321, 0.1724, -0.4436], [0.1163, 0.1299, -0.0312], [-0.0119, 0.0913, 0.1447], [-0.1509, -0.3513, -0.2119], [-0.0051, 0.2747, -0.3130], [0.0132, -0.0873, -0.2774], [-0.1896, -0.3073, -0.0746], [-0.0393, 0.3441, 0.0978]], "mulliken_charge": [-1.076, 0.240, -0.529, 0.696, 0.695, -1.275, -0.615, 0.191, 0.669, -0.580, -0.670, -0.660, 0.165, -0.325, -0.779, 0.519, -0.982, -0.575, -0.715, 0.268, -0.328, -0.576, 0.229, 0.282, 0.418, 0.253, 0.310, 0.418, 0.419, 0.320, 0.398, 0.441, 0.692, 0.431, 0.383, 0.442, 0.804]}

=====

{"formula": "C6H14O2", "method": "ωB97M-V/def2-TZVPD", "smiles": "CCCCCC=O.O", "fmax_ha_per_bohr": 0.0500, "total_charge": 0, "gap_ev": 10.50, "total_energy_ha": -387.43964, "homo_ev": -9.7, "relative_energy_kj_mol": 178.2, "species": ["C", "C", "C", "C", "C", "C", "O", "H", "H", "H", "H", "H", "H", "H", "H", "H", "H", "H", "H", "O", "H", "H"], "xyz": [[-0.56344, 2.31587, 0.41571], [-0.89290, 1.43213, 1.61828], [-0.65315, -0.05003, 1.51010], [-1.63094, -0.57735, 0.38298], [-1.26780, -0.43445, -1.09368], [-1.57208, -1.78926, -1.75194], [-1.68418, -1.87934, -2.94677], [-0.15931, 3.30970, 0.69185], [-1.36432, 2.40090, -0.30051], [0.41434, 2.01119, -0.02659], [-1.93219, 1.50908, 1.96473], [-0.19412, 1.77206, 2.43149], [-1.02156, -0.58011, 2.42503], [0.38052, -0.32260, 1.32322], [-2.56417, -0.04912, 0.59155], [-1.96035, -1.60664, 0.64564], [-1.81768, 0.27325, -1.70503], [-0.18886, -0.34355, -1.03823], [-1.58449, -2.69225, -1.11812], [7.01977, -1.81015, -1.37226], [7.00718, -0.94377, -1.78574], [6.22974, -1.94555, -0.86172]], "forces_ev_per_angstrom": [[1.8625, 0.2301, 0.2298], [1.3763, 0.7758, 1.7398], [-1.8628, -1.1810, -1.3192], [-0.9616, 0.0943, 1.5550], [-0.3288, -2.2597, 1.0926], [1.0300, 0.8198, -1.0131], [-0.3456, -0.2978, 0.1210], [-1.2136, -0.0645, 0.3586], [0.0267, 0.0284, -0.4164], [-0.9387, -0.6749, -0.3491], [0.2860, 0.5801, -0.0656], [-0.9302, -0.0234, -0.3214], [0.6402, 0.6239, -0.4717], [0.2223, -0.0347, -0.0695], [-0.1069, 0.2283, -0.1211], [0.6555, 0.2302, -0.4317], [0.4273, 0.5298, 0.2720], [0.3058, 0.4062, -0.9839], [-0.1457, -0.0104, 0.1950], [0.8571, -0.2928, -0.3319], [-0.3405, 0.0092, 0.1827], [-0.5152, 0.2831, 0.1483]], "mulliken_charge": [-1.111, -0.359, -0.618, -0.829, -0.196, -0.141, -0.470, 0.367, 0.266, 0.285, 0.328, 0.253, 0.250, 0.358, 0.262, 0.499, 0.276, 0.234, 0.347, -0.638, 0.321, 0.317]}

=====

{"formula": "C33H36F10IN7SSi2V", "method": "ωB97M-V/def2-TZVPD", "multiplicity": 2, "fmax_ha_per_bohr": 0.0426, "s2": 0.771, "total_charge": -2, "gap_ev": [4.52, 3.90], "total_energy_ha": -4879.80010, "homo_ev": [-1.0, -0.4], "species": ["V", "C", "N", "C", "C", "N", "C", "C", "F", "C", "F", "C", "F", "C", "F", "C", "F", "C", "C", "N", "C", "C", "F", "C", "F", "C", "F", "C", "F", "C", "F", "H", "H", "H", "H", "H", "H", "H", "H", "H", "H", "H", "C", "Si", "C", "C", "C", "C", "C", "C", "C", "Si", "C", "C", "H", "H", "H", "H", "H", "H", "H", "H", "H", "H", "H", "H", "H", "H", "H", "H", "S", "C", "N", "C", "C", "N", "H", "H", "H", "H", "H", "H", "I", "C", "C", "N", "N", "C", "H", "H", "H"], "xyz": [[0.83862, 0.31294, 0.01370], [-3.23603, 2.63968, -1.91092], [-2.28084, 1.79358, -1.24290], [-2.08795, 2.11797, 0.14761], [-1.08780, 3.23498, 0.35568], [0.28026, 2.72972, 0.25674], [1.25064, 3.54745, 0.66724], [1.20322, 4.91748, 1.05868], [0.04723, 5.63058, 0.99045], [2.30065, 5.62865, 1.50780], [2.14815, 6.92096, 1.84298], [3.54787, 5.06284, 1.61210], [4.61673, 5.77438, 2.03135], [3.66411, 3.73805, 1.23763], [4.85823, 3.13716, 1.32213], [2.57279, 3.04328, 0.79054], [2.75524, 1.74946, 0.48353], [-2.44172, 0.38654, -1.54524], [-1.61557, 0.02958, -2.76042], [-0.22368, 0.30165, -2.45709], [0.63105, 0.37563, -3.46769], [1.99805, 0.67678, -3.19141], [2.31657, 0.82515, -1.89719], [3.00324, 0.76965, -4.11518], [4.25469, 1.05033, -3.72665], [2.74305, 0.57187, -5.46121], [3.71662, 0.68835, -6.39223], [1.44902, 0.26178, -5.80608], [1.16068, 0.04233, -7.10105], [0.44171, 0.15655, -4.86469], [-0.76744, -0.23481, -5.34632], [-4.25436, 2.54922, -1.47481], [-3.29581, 2.37586, -2.96997], [-2.93764, 3.68881, -1.84750], [-1.67903, 1.23992, 0.65399], [-3.04626, 2.37244, 0.64526], [-1.28865, 3.65244, 1.35157], [-1.28321, 4.04025, -0.36186], [-3.50123, 0.11041, -1.69369], [-2.06752, -0.20102, -0.70520], [-1.98758, 0.61421, -3.60954], [-1.79998, -1.03112, -3.01367], [1.52194, -3.48846, 0.60702], [2.07940, -1.65706, 0.81556], [3.93405, -1.81643, 0.34615], [2.11402, -1.65194, 2.74682], [2.95561, -2.48286, 3.50669], [2.89056, -2.51911, 4.89656], [1.96477, -1.71553, 5.56350], [1.12776, -0.88560, 4.82651], [1.18585, -0.83637, 3.42371], [0.08616, 0.32658, 2.36906], [0.22306, 1.93246, 3.39807], [-1.69245, -0.21907, 2.88146], [2.17496, -4.14452, 1.20493], [1.56024, -3.83576, -0.43323], [0.49230, -3.62018, 0.97501], [4.45228, -2.57403, 0.95571], [4.45475, -0.85737, 0.47244], [4.03822, -2.11446, -0.70859], [3.68003, -3.12220, 3.00036], [3.55492, -3.16792, 5.45943], [1.90507, -1.73352, 6.64851], [0.41702, -0.25180, 5.35876], [-0.13869, 1.78991, 4.42780], [-0.35234, 2.74994, 2.94669], [1.27042, 2.25998, 3.45082], [-1.76560, -0.36400, 3.97039], [-1.93909, -1.17139, 2.39235], [-2.43115, 0.55279, 2.59357], [-2.20014, -2.65204, 0.01463], [-3.76317, -2.25311, 0.33787], [-4.16832, -1.09663, 0.87078], [-5.54714, -1.15048, 1.34975], [-5.93588, -2.61250, 1.07066], [-4.86718, -3.03429, 0.15961], [-3.45999, -0.55273, 1.35022], [-6.17875, -0.45500, 0.79893], [-5.60829, -0.90373, 2.40507], [-6.91527, -2.69298, 0.60700], [-5.93650, -3.20612, 1.98626], [-4.65611, -4.01114, 0.05835], [2.18931, -4.80228, -5.31857], [1.39211, -3.59184, -3.85055], [0.09072, -3.58549, -3.41297], [0.03938, -2.62763, -2.46672], [1.20852, -2.02761, -2.24635], [2.05461, -2.60054, -3.08865], [-0.77007, -4.16261, -3.71480], [-0.73926, -2.36235, -1.88540], [3.09118, -2.29294, -3.12768]], "forces_ev_per_angstrom": [[-0.6048, 1.5773, -1.3982], [0.0996, -0.0822, 0.0382], [-0.3135, 0.0449, -0.0511], [-0.0179, 0.0007, -0.0610], [0.2489, -0.0240, 0.2157], [0.1918, -0.3028, -0.0050], [-0.2281, 0.0332, -0.0673], [0.0135, -0.0295, -0.0157], [-0.1279, 0.1010, -0.0365], [-0.1785, -0.0995, -0.0500], [-0.0697, 0.3053, 0.0647], [-0.0025, 0.0165, -0.0189], [0.1405, 0.1002, 0.0690], [-0.0241, -0.0884, -0.0615], [0.1823, -0.1292, 0.0099], [-0.0794, 0.2139, 0.0626], [0.2087, -0.7873, -0.1016], [0.1262, 0.2429, -0.0107], [0.1340, 0.0717, -0.0156], [-0.0397, 0.0153, 0.1082], [-0.0037, 0.1715, -0.2125], [-0.3410, -0.1015, -0.1828], [0.2835, 0.1567, 0.4801], [-0.0948, 0.0157, 0.0590], [0.2243, 0.0531, 0.1013], [-0.0006, -0.0372, 0.0444], [0.0887, 0.0327, -0.0903], [-0.1053, -0.0461, 0.0914], [-0.0994, -0.0457, -0.2429], [0.0379, 0.0441, 0.1916], [-0.1724, -0.0791, -0.1600], [0.0012, -0.0008, -0.0253], [0.0070, 0.0233, 0.0518], [-0.0064, -0.0326, 0.0211], [-0.0593, 0.0603, -0.0451], [-0.0438, 0.0461, -0.0107], [0.0486, 0.0856, -0.0036], [-0.0215, 0.0222, -0.0457], [-0.0069, -0.0409, 0.0084], [-0.0293, 0.1000, -0.0246], [0.0210, 0.0023, -0.0359], [-0.0773, 0.1547, -0.0746], [-0.1473, -0.2084, -0.0448], [0.1025, -0.3051, 0.4965], [0.2485, -0.0569, -0.0582], [0.1268, -0.0727, 0.2326], [-0.0764, 0.0816, 0.0951], [-0.1031, 0.1045, -0.1465], [0.0184, 0.0087, -0.1401], [0.0779, -0.0733, -0.0578], [0.0354, -0.1535, 0.2385], [0.0743, -0.4120, 0.5152], [0.0068, 0.3033, 0.0671], [-0.3046, -0.0687, 0.0835], [-0.1120, 0.0973, -0.0928], [-0.0106, 0.0314, 0.1192], [0.2013, 0.0055, -0.0709], [-0.0411, 0.1161, -0.1324], [-0.0573, -0.1474, -0.0179], [-0.0215, 0.0706, 0.1633], [-0.0887, 0.0763, 0.0594], [0.0014, -0.0020, 0.0045], [0.0076, -0.0043, -0.0266], [0.0668, -0.0765, -0.0581], [0.0715, 0.0153, -0.1281], [0.0809, -0.0916, 0.1299], [-0.1401, -0.0065, -0.0021], [-0.0197, 0.0489, -0.1682], [0.0762, 0.0982, 0.1450], [0.1645, -0.1520, 0.1373], [0.2245, -0.6380, -0.0870], [0.0174, 0.1492, -0.0774], [-0.0985, 0.4979, 0.6722], [0.1929, -0.0339, -0.2179], [0.1798, 0.0333, -0.1822], [-0.4257, -0.4585, 0.0481], [-0.1337, 0.1559, -0.0859], [-0.0182, 0.0689, -0.0885], [0.0324, 0.0435, 0.1390], [-0.0635, -0.0219, -0.0755], [0.0407, -0.0646, 0.0806], [-0.0673, -0.1278, -0.0650], [-0.0050, 0.0256, 0.0009], [0.2389, 0.1150, 0.0607], [-0.0412, 0.1493, 0.0752], [0.2134, -0.1164, 0.1695], [0.4545, -0.7064, -0.3422], [-0.0856, -0.1166, -0.0340], [0.0833, 0.0861, 0.0850], [-0.1450, 0.0051, 0.0065], [-0.1423, -0.0369, 0.0052]], "mulliken_charge": [1.025, -1.309, 1.317, 1.002, -1.424, -0.273, -0.371, 0.370, -0.389, 0.069, -0.350, 0.658, -0.367, -0.161, -0.331, -0.146, 0.143, -0.086, -1.123, 0.242, -0.089, -0.285, 0.187, -0.315, -0.354, 0.787, -0.380, 0.201, -0.366, 0.084, -0.431, 0.435, 0.288, 0.251, -1.826, 0.268, 0.501, 0.382, 0.309, -0.899, 0.342, 0.483, -1.428, 1.406, -1.401, 0.797, -0.620, -0.735, -0.704, -0.582, 0.262, 1.327, -1.458, -1.255, 0.458, 0.295, 0.206, 0.291, 0.252, 0.235, 0.140, 0.356, 0.345, 0.146, 0.520, 0.232, 0.243, 0.481, 0.087, 0.368, -0.335, 0.170, 0.230, -0.651, -0.484, -0.269, -0.133, 0.305, 0.275, 0.305, 0.305, 0.287, 0.017, -1.094, -0.355, 0.641, -0.021, -0.177, 0.449, -0.363, 0.569]}